Molecular formula: C5H12NO
Method: DFT, ωB97M-V/def2-TZVPD

The geometry in ORCA input format:
```
! RIJCOSX wB97M-V def2-TZVPD def2/J DEFGRID3
* xyz -1 1
C -1.958 1.249 -0.042
N -0.804 0.288 0.906
O -0.239 1.227 1.709
C 0.278 -0.347 0.074
C -0.116 -1.303 -0.986
C 1.062 0.806 -0.506
C 1.014 -1.154 1.122
H -1.364 2.142 -0.235
H -1.953 0.748 -1.057
H -2.926 1.296 0.452
H -0.746 -2.087 -0.535
H -0.586 -0.783 -1.832
H 0.828 -1.779 -1.230
H 1.014 1.534 0.363
H 0.574 1.373 -1.260
H 2.087 0.656 -0.910
H 1.783 -0.361 1.509
H 0.379 -1.661 1.890
H 1.672 -1.842 0.565
*
```

Results
Energy above the lowest of the compared OMol25 structures with the same formula, charge and spin in kcal per mole: 79.30
SMILES: CN([O-])C(C)(C)C
Kohn-Sham gap in eV: 5.4
Calculated total energy in eV: -8913.625
Strongest force on any atom in eV/A: 4.5

---

Molecular formula: C3H12NO2
Method: DFT, ωB97M-V/def2-TZVPD

The geometry in ORCA input format:
```
! RIJCOSX wB97M-V def2-TZVPD def2/J DEFGRID3
* xyz 1 1
C 2.272 0.260 1.205
C 1.356 -0.149 0.135
C 1.164 0.496 -1.011
N 0.612 -1.425 0.442
H 1.757 0.625 2.140
H 2.904 -0.584 1.448
H 2.986 1.161 0.931
H 0.563 0.237 -1.804
H 1.750 1.258 -1.470
H 0.762 -1.615 1.469
H 1.052 -2.187 -0.044
H -0.375 -1.234 0.338
H -2.193 -0.116 -0.205
H -2.654 -1.293 -1.047
O -1.870 -0.933 -0.607
H -2.341 2.442 0.350
H -2.856 2.164 -0.918
O -2.428 1.617 -0.175
*
```

Results
Energy above the lowest of the compared OMol25 structures with the same formula, charge and spin in kcal per mole: 36.87
Kohn-Sham gap in eV: 11.2
Calculated total energy in eV: -8883.275
Strongest force on any atom in eV/A: 3.9

---

Molecular formula: C6H14N2O2
Method: DFT, ωB97M-V/def2-TZVPD

The geometry in ORCA input format:
```
! RIJCOSX wB97M-V def2-TZVPD def2/J DEFGRID3
* xyz 1 2
C 1.716 1.137 -1.336
C -1.989 0.762 -1.316
C 0.303 1.494 -1.307
O -0.298 2.563 -1.194
N -0.626 0.391 -1.345
H 2.157 0.982 -2.332
H -0.213 -0.496 -1.509
H -2.136 1.669 -1.906
H 2.538 1.919 -1.309
H 2.020 0.433 -0.546
H -2.688 0.041 -1.666
H -2.291 1.194 -0.317
C 0.768 0.553 2.171
C -0.533 -2.629 0.576
C 0.321 -1.446 0.788
O 1.277 -1.334 0.054
N 0.036 -0.656 1.939
H -0.991 -0.802 2.219
H 1.399 0.603 2.957
H 0.034 -3.227 -0.120
H 1.439 0.846 1.473
H 0.112 1.391 2.270
H -0.823 -3.133 1.513
H -1.533 -2.256 0.244
*
```

Results
Energy above the lowest of the compared OMol25 structures with the same formula, charge and spin in kcal per mole: 61.41
Kohn-Sham gap (spin up / spin down) in eV: 10.2 / 5.1
Calculated total energy in eV: -13514.097
Strongest force on any atom in eV/A: 3.8

---

Molecular formula: C3H9NO2S
Method: DFT, ωB97M-V/def2-TZVPD

The geometry in ORCA input format:
```
! RIJCOSX wB97M-V def2-TZVPD def2/J DEFGRID3
* xyz -2 1
C 0.576 -0.042 0.555
O 1.707 0.736 0.218
C -0.303 -0.314 -0.697
C -1.783 -0.541 -0.360
S -2.208 -2.047 0.576
N 0.196 -1.459 -1.484
H -0.017 0.495 1.304
H 0.899 -1.012 0.949
H -0.238 0.607 -1.286
H -2.207 0.352 0.120
H -2.340 -0.536 -1.316
H -0.449 -2.225 -1.304
H 1.080 -1.747 -1.086
H 1.771 1.617 0.773
H 1.221 3.237 1.415
O 2.094 2.879 1.625
*
```

Results
Energy above the lowest of the compared OMol25 structures with the same formula, charge and spin in kcal per mole: 6.78
Kohn-Sham gap in eV: 5.9
Calculated total energy in eV: -19675.771
Strongest force on any atom in eV/A: 0.9

---

Molecular formula: C6H13NO
Method: DFT, ωB97M-V/def2-TZVPD

The geometry in ORCA input format:
```
! RIJCOSX wB97M-V def2-TZVPD def2/J DEFGRID3
* xyz 0 1
C 0.631 1.193 -2.216
O 0.379 2.545 -1.952
C -0.314 -2.324 -0.653
C -0.856 -1.484 0.196
C 0.004 -0.640 1.132
N 0.055 3.041 0.785
C 0.387 1.847 1.288
C -0.478 0.766 1.326
H 1.640 0.931 -1.855
H 0.581 1.124 -3.300
H -0.045 0.502 -1.716
H -0.646 -5.003 0.707
H 0.138 -3.174 -0.097
H -1.900 -1.143 0.181
H -1.214 -5.369 0.397
H 1.016 -0.752 0.721
H -0.084 -1.236 2.050
H 0.237 2.750 -1.001
H 0.576 3.791 1.233
H 1.444 1.769 1.552
H -1.552 0.863 1.222
*
```

Results
Energy above the lowest of the compared OMol25 structures with the same formula, charge and spin in kcal per mole: 228.98
Kohn-Sham gap in eV: 4.5
Calculated total energy in eV: -9961.245
Strongest force on any atom in eV/A: 3.3

---

Molecular formula: H2NO4P
Method: DFT, ωB97M-V/def2-TZVPD

The geometry in ORCA input format:
```
! RIJCOSX wB97M-V def2-TZVPD def2/J DEFGRID3
* xyz 0 3
N 1.370 0.055 -0.347
O 2.223 0.192 0.459
O -0.588 -1.143 -0.947
O -0.860 -0.029 1.367
O -0.781 1.471 -0.692
P -0.303 0.197 -0.174
H -1.424 0.766 1.625
H 0.362 -1.508 -1.291
*
```

Results
Energy above the lowest of the compared OMol25 structures with the same formula, charge and spin in kcal per mole: 7.91
Kohn-Sham gap (spin up / spin down) in eV: 9.9 / 10.0
Calculated total energy in eV: -19000.298
Strongest force on any atom in eV/A: 3.8

---

Molecular formula: C37H51N3O2TeY
Method: DFT, ωB97M-V/def2-TZVPD

The geometry in ORCA input format:
```
! RIJCOSX wB97M-V def2-TZVPD def2/J DEFGRID3
* xyz -1 1
Y -0.812 0.735 0.453
N 0.569 2.197 1.984
C 1.992 1.838 1.939
C 2.178 0.370 1.517
O 3.257 -0.157 1.721
O 1.148 -0.151 0.941
H 0.410 3.190 1.869
H 0.151 1.964 2.881
H 2.513 2.007 2.882
H 2.480 2.447 1.174
C -0.132 -2.030 -3.119
C -0.805 -1.232 -4.238
C -2.275 -1.621 -4.437
C -0.480 0.263 -4.170
C -0.055 0.831 -5.370
C 0.517 2.088 -5.440
C 0.742 2.769 -4.254
C 0.325 2.257 -3.037
C 0.618 3.049 -1.777
C 2.032 3.626 -1.735
C -0.427 4.143 -1.556
C -0.396 1.037 -2.983
N -0.939 0.642 -1.768
C -2.228 0.089 -1.725
C -2.673 -0.764 -0.761
N -1.892 -1.224 0.296
C -2.263 -2.366 0.996
C -2.131 -2.385 2.408
C -2.489 -3.519 3.123
C -2.998 -4.646 2.500
C -3.114 -4.636 1.123
C -2.735 -3.539 0.357
C -2.777 -3.697 -1.156
C -1.905 -4.868 -1.619
C -4.206 -3.856 -1.680
C -1.617 -1.202 3.207
C -2.615 -0.753 4.278
C -0.237 -1.477 3.806
H -0.283 -3.100 -3.282
H -0.516 -1.774 -2.133
H 0.942 -1.836 -3.112
H -0.309 -1.550 -5.161
H -2.852 -1.547 -3.519
H -2.330 -2.657 -4.785
H -2.742 -0.986 -5.194
H -0.142 0.238 -6.275
H 0.836 2.501 -6.388
H 1.256 3.724 -4.281
H 0.560 2.354 -0.936
H 2.173 4.400 -2.492
H 2.785 2.853 -1.893
H 2.213 4.093 -0.763
H -0.353 4.883 -2.356
H -0.279 4.659 -0.604
H -1.440 3.739 -1.563
H -2.965 0.468 -2.431
H -3.737 -0.997 -0.767
H -2.377 -3.517 4.202
H -3.283 -5.517 3.077
H -3.487 -5.521 0.618
H -2.358 -2.801 -1.604
H -2.269 -5.821 -1.231
H -0.875 -4.736 -1.285
H -1.905 -4.931 -2.711
H -4.673 -4.757 -1.273
H -4.209 -3.934 -2.770
H -4.827 -3.004 -1.396
H -1.517 -0.339 2.543
H -2.764 -1.529 5.031
H -3.583 -0.523 3.829
H -2.254 0.146 4.783
H -0.286 -2.304 4.518
H 0.135 -0.599 4.343
H 0.484 -1.735 3.029
C -3.293 7.942 -1.299
C -3.195 6.644 -0.542
C -2.477 6.552 0.638
C -2.388 5.361 1.358
C -1.612 5.374 2.646
C -3.032 4.213 0.880
Te -2.987 2.386 1.983
C -3.780 4.296 -0.308
C -4.517 3.113 -0.869
C -3.843 5.503 -0.995
H -2.538 8.651 -0.959
H -4.273 8.406 -1.159
H -3.155 7.786 -2.370
H -1.958 7.430 1.013
H -2.284 5.394 3.507
H -0.962 6.248 2.698
H -1.020 4.467 2.762
H -3.833 2.294 -1.092
H -5.047 3.389 -1.782
H -5.233 2.720 -0.144
H -4.414 5.547 -1.918
*
```

Results
Energy above the lowest of the compared OMol25 structures with the same formula, charge and spin in kcal per mole: 0.00
Kohn-Sham gap in eV: 6.2
Calculated total energy in eV: -56105.492
Strongest force on any atom in eV/A: 0.8

---

Molecular formula: C21H46BBrN2O2P
Method: DFT, ωB97M-V/def2-TZVPD

The geometry in ORCA input format:
```
! RIJCOSX wB97M-V def2-TZVPD def2/J DEFGRID3
* xyz 1 1
C -1.370 7.947 -3.948
C -0.997 6.549 -4.348
C -2.125 5.549 -4.332
N 0.193 6.251 -4.660
B 1.059 5.260 -4.181
O 1.598 5.330 -2.908
C 0.846 4.605 -1.926
C 1.647 4.444 -0.650
C 1.995 5.826 -0.094
C 0.766 3.716 0.395
C 0.912 2.193 0.422
C 0.249 1.659 1.698
C 0.267 1.517 -0.811
P 1.696 3.743 -5.308
O 1.353 4.324 -6.816
Br 0.025 2.255 -4.961
H -0.625 8.665 -4.277
H -2.364 8.216 -4.303
H -1.423 7.965 -2.856
H -3.020 6.002 -4.759
H -1.862 4.648 -4.877
H -2.370 5.307 -3.294
H 0.511 3.649 -2.334
H -0.059 5.181 -1.682
H 2.539 3.833 -0.800
H 2.634 5.702 0.781
H 1.075 6.292 0.268
H 2.474 6.462 -0.832
H -0.284 3.989 0.236
H 1.032 4.107 1.381
H 1.977 1.950 0.406
H 0.131 0.576 1.646
H -0.728 2.132 1.804
H 0.846 1.961 2.560
H -0.205 0.582 -0.497
H 1.013 1.243 -1.556
H -0.505 2.132 -1.269
H 0.571 3.898 -7.191
C -0.614 -7.710 3.007
C 0.643 -7.161 2.335
C 1.144 -5.848 2.946
C 0.174 -4.678 2.950
N -0.171 -4.028 1.610
C -0.035 -2.527 1.730
C 1.453 -2.275 1.615
C 1.914 -3.273 0.542
C 0.816 -4.345 0.497
C -1.573 -4.403 1.171
C -2.731 -3.701 1.869
C -2.997 -4.020 3.340
H -1.475 -7.050 2.888
H -0.886 -8.670 2.570
H -0.454 -7.864 4.076
H 0.459 -7.068 1.261
H 1.442 -7.897 2.436
H 2.098 -5.551 2.502
H 1.372 -6.042 3.997
H 0.574 -3.885 3.579
H -0.760 -4.994 3.401
H -0.579 -2.090 0.892
H -0.471 -2.197 2.670
H 1.954 -2.477 2.562
H 1.668 -1.243 1.349
H 2.888 -3.693 0.781
H 2.004 -2.796 -0.431
H 1.194 -5.352 0.597
H 0.264 -4.288 -0.437
H -1.646 -5.488 1.260
H -1.629 -4.154 0.113
H -3.615 -3.989 1.297
H -2.646 -2.620 1.742
H -3.027 -5.096 3.520
H -3.964 -3.614 3.630
H -2.259 -3.572 4.006
*
```

Results
Energy above the lowest of the compared OMol25 structures with the same formula, charge and spin in kcal per mole: 0.00
Kohn-Sham gap in eV: 7.2
Calculated total energy in eV: -109602.159
Strongest force on any atom in eV/A: 1.4

---

Molecular formula: C30H84O16
Method: DFT, ωB97M-V/def2-TZVPD

The geometry in ORCA input format:
```
! RIJCOSX wB97M-V def2-TZVPD def2/J DEFGRID3
* xyz 0 1
C -9.238 -15.341 -11.264
C -9.462 -14.738 -9.886
C -10.764 -14.030 -9.808
O -9.530 -15.824 -8.927
H -10.182 -15.896 -11.566
H -8.378 -16.030 -11.339
H -9.045 -14.589 -12.088
H -8.661 -14.078 -9.556
H -10.983 -13.374 -8.969
H -11.521 -14.745 -9.905
H -10.844 -13.370 -10.698
H -10.335 -15.740 -8.436
C -14.739 -17.652 -1.285
C -14.933 -17.602 -2.778
C -15.231 -16.191 -3.302
O -13.769 -18.012 -3.534
H -15.409 -16.933 -0.806
H -13.713 -17.288 -0.968
H -14.961 -18.647 -0.896
H -15.752 -18.244 -3.171
H -15.198 -16.176 -4.388
H -14.569 -15.450 -2.895
H -16.277 -15.790 -3.054
H -13.418 -18.897 -3.283
C -8.523 -19.291 -8.460
C -9.067 -19.073 -9.841
C -9.136 -20.247 -10.758
O -10.339 -18.508 -9.850
H -8.510 -18.378 -7.826
H -7.516 -19.571 -8.462
H -9.171 -20.006 -7.974
H -8.379 -18.340 -10.335
H -9.415 -19.967 -11.752
H -9.945 -20.895 -10.432
H -8.179 -20.788 -10.686
H -10.194 -17.565 -9.619
C -14.044 -20.067 -6.416
C -14.172 -18.702 -7.084
C -15.592 -18.383 -7.565
O -13.643 -17.641 -6.210
H -14.196 -20.798 -7.240
H -14.666 -20.177 -5.545
H -13.020 -20.203 -6.093
H -13.494 -18.645 -7.917
H -15.757 -17.289 -7.668
H -16.342 -18.706 -6.856
H -15.877 -18.948 -8.436
H -13.944 -17.748 -5.283
C -5.944 -17.430 -6.589
C -5.888 -18.203 -5.299
C -5.957 -17.304 -4.067
O -6.962 -19.136 -5.374
H -5.117 -16.726 -6.656
H -6.819 -16.748 -6.688
H -5.901 -18.122 -7.421
H -5.008 -18.832 -5.374
H -5.355 -16.413 -4.313
H -5.572 -17.734 -3.109
H -6.986 -16.979 -3.909
H -6.910 -19.745 -4.634
C -12.071 -10.455 -6.105
C -11.684 -10.982 -4.717
C -12.416 -12.291 -4.327
O -10.304 -11.301 -4.816
H -11.611 -9.515 -6.322
H -13.166 -10.386 -6.206
H -11.742 -11.165 -6.820
H -11.920 -10.216 -3.963
H -12.241 -13.055 -5.073
H -13.498 -12.202 -4.347
H -12.123 -12.663 -3.346
H -10.024 -11.922 -4.157
C -11.096 -16.717 -1.782
C -9.634 -16.723 -1.441
C -9.303 -16.287 -0.086
O -9.042 -18.048 -1.594
H -11.624 -17.410 -1.125
H -11.350 -16.934 -2.839
H -11.545 -15.741 -1.623
H -9.099 -16.199 -2.212
H -9.857 -16.994 0.556
H -9.525 -15.256 0.167
H -8.261 -16.506 0.084
H -9.263 -18.343 -2.491
O -6.231 -20.392 -2.952
C -6.538 -21.525 -2.122
C -7.977 -21.328 -1.563
O -8.342 -22.376 -0.672
H -6.248 -19.538 -2.429
H -6.435 -22.414 -2.765
H -5.853 -21.617 -1.261
H -8.622 -21.236 -2.445
H -7.971 -20.346 -1.064
H -9.266 -22.577 -0.712
O -8.458 -13.547 -4.273
C -7.503 -13.706 -5.318
C -8.163 -13.657 -6.641
O -8.851 -12.531 -6.945
H -9.159 -14.229 -4.469
H -6.737 -12.908 -5.256
H -6.965 -14.665 -5.335
H -8.835 -14.482 -6.865
H -7.380 -13.706 -7.410
H -9.470 -12.131 -6.268
O -13.439 -20.493 -2.487
C -12.752 -20.689 -1.240
C -11.287 -21.027 -1.414
O -11.058 -22.306 -1.992
H -13.161 -21.237 -3.016
H -12.709 -19.744 -0.692
H -13.309 -21.412 -0.516
H -10.764 -20.901 -0.478
H -10.864 -20.187 -1.984
H -10.667 -22.166 -2.876
O -11.338 -16.238 -6.639
C -10.469 -16.808 -5.711
C -10.608 -18.346 -5.533
O -9.664 -18.732 -4.465
H -12.243 -16.591 -6.598
H -9.423 -16.615 -5.983
H -10.574 -16.373 -4.688
H -10.317 -18.935 -6.416
H -11.616 -18.613 -5.238
H -8.765 -18.690 -4.811
C -9.157 -22.128 -5.116
O -10.246 -21.475 -4.395
H -9.587 -23.012 -5.605
H -8.692 -21.488 -5.854
H -8.420 -22.421 -4.431
H -10.003 -20.531 -4.400
*
```

Results
Energy above the lowest of the compared OMol25 structures with the same formula, charge and spin in kcal per mole: 0.00
SMILES: CC(C)O.CC(C)O.CC(C)O.CC(C)O.CC(C)O.CC(C)O.CC(C)O.OCCO.OCCO.OCCO.OCCO.CO
Kohn-Sham gap in eV: 10.2
Calculated total energy in eV: -65230.235
Strongest force on any atom in eV/A: 3.7